DFT (ωB97M-V/def2-TZVPD) results for a 2-piece molecular cluster, C5H11NO overall.

Computed properties:
E_HOMO ... -8.3 eV
Orbital gap ... 9.278 eV
M ... 101.15 g mol⁻¹
E ... -327.03324 a.u.
Energy above the lowest of the compared OMol25 structures with the same formula, charge and spin ... 257.6 kJ/mol
Total charge ... 0
Structure (SMILES) ... C=CCNC=C.O

Each line ends with the Mulliken charge.
Geometry (Å):
C (0.28876, 0.31497, 2.67426)  -0.7469
C (-0.44360, 0.36825, 1.57743)  0.0847
C (-1.03808, -0.83157, 0.85980)  -0.8111
N (-0.67595, -0.93156, -0.51321)  -0.2056
C (0.61606, -1.03198, -0.99362)  0.1416
C (1.09460, -0.55988, -2.15084)  -1.1744
H (0.89582, 1.14122, 3.01464)  0.2816
H (0.47601, -0.65031, 3.13821)  0.2346
H (-0.75553, 1.33135, 1.17304)  0.2413
H (-2.11612, -0.77840, 1.02038)  0.3444
H (-0.71972, -1.71487, 1.42867)  0.3347
H (-1.30345, -0.60774, -1.23475)  0.2844
H (1.27751, -1.45474, -0.23879)  0.2994
H (0.38376, -0.28672, -2.93024)  0.4995
H (2.13320, -0.30394, -2.27639)  0.2581
O (-0.06272, 2.30528, -1.73922)  -0.6792
H (-0.18298, 2.28614, -0.78740)  0.3059
H (0.13243, 1.40451, -2.02199)  0.3072